Entry 1:
Entry from OMol25: C31H34ClN3O5S as an isolated structure in a non-equilibrium geometry (ωB97M-V/def2-TZVPD).

## Properties
* E_LUMO: -1.48 eV
* charge: 0

Positions of all 75 atoms, in Å:
1 O -5.86570 -4.62133 3.50499
2 N -5.39917 -3.46066 3.41807
3 O -6.12149 -2.43693 3.40987
4 C -3.98597 -3.30642 3.31802
5 C -3.41904 -2.02523 3.20235
6 C -2.04330 -1.88595 3.05776
7 C -1.20714 -3.01458 3.07246
8 S 0.56285 -2.71867 3.32113
9 C 1.54685 -3.15326 1.87822
10 Cl 3.18834 -3.12305 2.44815
11 O 0.70576 -1.27892 3.45582
12 O 0.90219 -3.59743 4.41472
13 C -1.77619 -4.30195 3.17077
14 C -3.15570 -4.44103 3.31194
15 H -4.06218 -1.15154 3.25233
16 H -1.62796 -0.88303 2.98064
17 H 1.25885 -4.17349 1.61636
18 H -1.15364 -5.19545 3.15252
19 H -3.61893 -5.41515 3.44216
20 C -0.30337 4.42848 -1.88007
21 N -0.13325 3.47099 -0.81047
22 C -0.91598 3.57520 0.31551
23 O -1.56221 4.56612 0.63484
24 C -0.85084 2.24802 1.04488
25 C -2.18519 1.50218 0.96400
26 C -2.71264 1.45834 -0.45191
27 C -3.45243 2.53872 -0.94638
28 C -3.89227 2.55552 -2.26789
29 C -3.61232 1.47277 -3.11046
30 C -2.92087 0.36664 -2.60577
31 C -2.49907 0.34637 -1.27276
32 N 0.23103 1.55603 0.32761
33 C 0.52143 0.25617 0.57156
34 C 0.95330 -0.62700 -0.42205
35 C 1.56663 -1.84268 -0.17918
36 C 2.42009 -2.44813 -1.15093
37 C 3.44430 -3.38201 -0.80655
38 C 4.49009 -3.68448 -1.66975
39 C 4.50487 -3.14864 -2.96438
40 C 3.43029 -2.35486 -3.39504
41 C 2.38211 -2.05194 -2.52953
42 C 0.73906 2.30875 -0.84340
43 C 2.27291 2.68477 -0.81392
44 C 2.55403 3.45985 0.47311
45 C 2.61047 3.52948 -2.03519
46 C 3.14430 1.43972 -0.87570
47 H -1.37275 4.57184 -2.08685
48 H 0.12668 5.39985 -1.59710
49 H 0.18080 4.06056 -2.78743
50 H -0.54673 2.43778 2.08696
51 H -2.06776 0.49497 1.37727
52 H -2.88700 2.05866 1.60045
53 H -3.67057 3.38284 -0.28558
54 H -4.44491 3.42229 -2.63669
55 H -3.94553 1.49208 -4.14956
56 H -2.70492 -0.48932 -3.24860
57 H -1.99256 -0.53312 -0.86353
58 H 0.37245 -0.07533 1.60344
59 H 0.81956 -0.28698 -1.45985
60 H 1.41757 -2.34054 0.94058
61 H 3.43383 -3.80653 0.19305
62 H 5.30168 -4.33295 -1.32803
63 H 5.33604 -3.36392 -3.63678
64 H 3.41955 -1.96905 -4.41699
65 H 1.51867 -1.49996 -2.90783
66 H 0.53716 1.74539 -1.77429
67 H 2.35659 2.84224 1.35580
68 H 3.61086 3.75689 0.49528
69 H 1.94672 4.37060 0.52989
70 H 2.29698 3.02392 -2.95793
71 H 2.16017 4.52495 -1.99166
72 H 3.69810 3.67498 -2.09323
73 H 2.92271 0.84551 -1.77202
74 H 4.20118 1.74173 -0.92703
75 H 3.02254 0.81029 0.00982

Entry 2:
Entry from OMol25: one molecule with the formula C6H6FN5 in a non-equilibrium geometry (ωB97M-V/def2-TZVPD).

## Properties
* SMILES: FC1(Nc2ncc[nH]2)N=CC=N1
* E_LUMO: 0.34 eV
* charge: 0

Positions of all 18 atoms, in Å:
1 C -1.08772 -1.19843 0.01121
2 C -0.08274 -2.09278 -0.12997
3 C 0.75015 -0.08791 -0.25777
4 C -0.77212 2.15645 -0.73638
5 C -0.41917 2.48148 0.68637
6 C 1.37193 2.27042 -0.46199
7 N -0.55006 0.04376 -0.15746
8 N 0.32289 2.27370 -1.38526
9 N 0.86291 2.65529 0.85003
10 N 1.10459 -1.43453 -0.25943
11 N 1.82398 0.82263 -0.31467
12 F 2.40923 3.00423 -0.84074
13 H -2.16188 -1.32040 -0.04728
14 H -0.07963 -3.21088 -0.07020
15 H -1.80958 2.02552 -1.00800
16 H -0.97498 2.35404 1.62585
17 H 2.02859 -1.89096 -0.50852
18 H 2.33427 0.72188 0.49688

Entry 3:
Entry from OMol25: one molecule with the formula C3H3Cl2F in a non-equilibrium geometry (ωB97M-V/def2-TZVPD).

## Properties
* SMILES: F/C=C(/Cl)CCl
* E_LUMO: 0.85 eV
* charge: 0

Positions of all 9 atoms, in Å:
1 C -1.03433 -0.15022 0.54072
2 C 0.45648 -0.40952 0.08234
3 C 1.18094 0.60933 -0.39365
4 H -1.14382 1.03560 0.44380
5 H -1.16861 -0.58407 1.59045
6 H 2.10767 0.20101 -1.05492
7 F 0.87367 1.85556 -0.37670
8 Cl -2.36797 -0.56362 -0.53369
9 Cl 1.09598 -1.99408 -0.29835